[1]
DFT (the ωB97M-V functional and the def2-TZVPD basis) results for a 8-piece molecular cluster, C23H43F10N2O18P2 overall.

XYZ file:
```
98
Properties=species:S:1:pos:R:3:mulliken_charge:R:1
P 21.55659 13.37043 7.74985 1.481
F 20.01400 13.03130 8.21194 -0.409
F 21.08959 13.97487 6.35096 -0.425
F 21.49380 14.83053 8.35470 -0.250
F 23.16061 13.58643 7.43196 -0.441
F 22.18622 12.66002 8.99559 -0.341
F 21.58989 12.03656 6.95932 -0.444
C 17.19949 17.83999 6.51062 -1.509
C 18.06278 16.62038 6.10501 0.354
C 19.04301 16.91132 4.93661 -0.554
O 19.79143 18.05119 4.91623 -0.431
C 21.14474 17.92377 5.31942 -0.068
N 18.91426 16.35224 7.25188 -0.520
H 17.67700 18.51309 7.22268 0.307
H 16.30033 17.65385 7.09797 0.381
H 16.88190 18.42101 5.64479 0.358
H 17.42210 15.75012 5.96264 0.499
H 18.54342 16.83028 3.97123 0.458
H 19.66174 16.02792 4.77885 0.183
H 21.61503 18.90652 5.35289 0.286
H 21.79687 17.27788 4.73151 0.073
H 21.09655 17.57526 6.35109 -0.061
H 19.42384 15.52991 6.96170 0.019
H 19.56770 17.12049 7.30571 0.160
C 26.26716 15.79930 10.43897 -0.930
C 25.42088 16.96985 9.80482 0.120
C 23.93407 16.57924 9.72313 0.365
O 23.42131 16.42517 11.03010 -0.336
C 21.99758 16.54998 11.23637 -0.889
N 25.55833 18.08206 10.72456 -0.896
H 27.33192 16.03009 10.47233 0.367
H 26.14701 14.81738 9.98128 -0.247
H 25.90266 15.63093 11.45233 0.447
H 25.98891 17.16720 8.89570 0.445
H 23.82107 15.58412 9.29291 -0.479
H 23.37224 17.29187 9.11932 0.492
H 21.78924 15.92793 12.10686 0.219
H 21.21032 16.58711 10.48341 0.211
H 21.96486 17.60177 11.52055 0.464
H 25.04280 17.72475 11.51617 0.325
H 26.49392 17.97123 11.08855 0.322
C 23.66547 15.59314 1.26585 -0.420
O 23.62619 14.24368 0.82411 -0.361
P 24.28206 13.13868 1.81625 0.991
O 25.60638 13.56808 2.38398 -0.675
O 24.21588 11.87166 0.85868 -0.378
C 24.44583 10.58387 1.41242 -0.431
O 23.03640 12.98106 2.75084 -0.272
C 23.17937 13.52997 4.10310 -0.495
H 22.82387 16.13993 0.84060 0.257
H 24.69483 15.89740 1.07629 0.268
H 23.54800 15.66117 2.34737 0.059
H 23.56119 9.96662 1.56897 0.241
H 24.87504 10.75939 2.39886 0.168
H 25.17916 10.13738 0.74087 0.255
H 22.48581 14.33565 4.34384 0.140
H 24.12449 14.00352 4.36881 0.417
H 22.92851 12.74307 4.81441 0.189
C 20.50081 8.47465 10.03880 -0.515
C 20.95058 9.18434 8.78803 1.243
O 19.71340 9.79106 8.39784 -0.330
C 18.75072 9.81344 9.41824 0.731
O 17.65711 10.35764 9.41732 -0.550
O 19.35209 9.17166 10.54318 -0.341
F 21.38788 8.41741 7.83933 -0.321
H 21.28647 8.42085 10.79242 0.327
H 20.48125 7.39260 9.90892 0.231
H 21.69137 9.91148 9.12060 -0.417
C 19.24213 13.55041 11.20280 0.721
C 18.56490 14.83986 11.06983 0.740
O 18.80541 15.45625 12.27376 -0.411
C 19.20146 14.57697 13.25579 0.602
O 19.26262 14.84826 14.43424 -0.566
O 19.30858 13.32833 12.58273 -0.333
F 17.23401 14.84716 10.95517 -0.356
H 20.29708 13.62627 10.93933 -0.437
H 18.88030 12.63338 10.73778 0.021
H 18.99185 15.53792 10.34974 -0.059
C 24.43389 12.69776 11.28209 0.553
C 24.16690 11.44807 10.45037 0.850
O 23.01860 10.88546 11.00132 -0.322
C 22.69053 11.41482 12.11937 0.642
O 21.90844 11.00460 12.98634 -0.604
O 23.42043 12.55644 12.34652 -0.428
F 25.24195 10.64796 10.65426 -0.415
H 24.10814 13.49380 10.61253 -0.587
H 25.41887 13.03460 11.60530 0.306
H 24.22350 11.67369 9.38548 -0.068
C 26.48987 13.93368 6.90043 0.375
C 27.38001 12.89303 7.59342 0.176
O 26.94596 11.60360 7.36656 -0.269
C 26.28925 11.69533 6.27114 0.630
O 26.08841 10.74910 5.50536 -0.621
O 25.88005 12.96119 6.08601 -0.114
F 27.50379 12.97349 9.00383 -0.296
H 27.02943 14.69784 6.34094 0.318
H 25.85011 14.40617 7.64578 -0.333
H 28.38164 13.15607 7.25334 0.172
```

Summary:
ΔE to the lowest compared entry with this formula, charge and spin = 139.2 kcal per mole
total charge = -1
F_max = 6.444 eV Å⁻¹

[2]
DFT (the ωB97M-V functional and the def2-TZVPD basis) results for a 8-piece molecular cluster, C23H43F2N11O18S2Si overall.

XYZ file:
```
100
Properties=species:S:1:pos:R:3:mulliken_charge:R:1
C 4.03953 -3.01470 4.63297 -1.407
C 3.51214 -2.40137 3.31776 0.136
C 2.03749 -1.96399 3.40390 -1.064
Si 1.50008 -0.61480 2.25271 -0.644
C -0.35463 -0.41499 2.37064 -1.196
C -0.97630 0.80291 1.62614 -0.584
C -1.84757 1.71960 2.50196 -1.315
S -3.52694 1.97851 1.84353 -0.070
C -4.50514 1.20428 3.12914 0.198
S -5.23304 2.05328 4.27922 -0.191
N -4.56623 -0.18696 3.02737 0.404
C -4.73983 -1.07217 4.08362 -0.089
C -4.71941 -2.31580 3.52737 -0.813
N -4.55426 -2.24143 2.15937 -0.640
C -4.45316 -0.97110 1.88993 -0.166
N 2.21996 0.98148 2.61687 0.962
C 2.02824 1.36568 4.00387 0.442
C 0.96494 2.38372 4.28732 -1.388
O 2.71665 0.89309 4.86158 -0.489
C 3.57331 1.16290 2.20184 0.645
C 4.23818 2.43873 2.63818 -1.520
O 4.10831 0.37526 1.46578 -0.424
N 1.88691 -1.12500 0.56756 1.011
C 1.22906 -0.38192 -0.42509 0.220
O 1.57129 0.65141 -0.86245 -0.457
F 0.10386 -0.97871 -0.85620 -0.252
C 1.84720 -2.52135 0.37188 0.183
O 0.96849 -3.27207 0.59288 -0.412
F 3.00722 -2.97398 -0.10847 -0.263
H 4.78128 -2.35920 5.08400 0.326
H 4.52127 -3.97126 4.44037 0.366
H 3.23786 -3.18046 5.34933 0.344
H 4.16130 -1.57740 3.03334 0.024
H 3.59924 -3.15276 2.53290 0.264
H 1.78876 -1.65566 4.42103 0.679
H 1.40209 -2.82928 3.19581 0.589
H -0.57207 -0.34200 3.44097 0.649
H -0.81073 -1.33461 2.00359 0.524
H -1.58688 0.42672 0.80889 0.594
H -0.19318 1.40232 1.15754 0.569
H -1.42170 2.71840 2.54322 0.421
H -1.92585 1.34241 3.51840 0.451
H -4.84632 -0.73672 5.09861 0.406
H -4.81225 -3.24744 4.05928 0.411
H -4.29505 -0.53918 0.91672 0.501
H 0.77352 2.98774 3.40515 0.264
H 0.04868 1.88729 4.60080 0.180
H 1.31729 3.01761 5.09633 0.531
H 4.43766 2.46028 3.70503 0.368
H 5.15988 2.52191 2.07456 0.365
H 3.60074 3.27751 2.35663 0.333
C 6.54938 1.64300 -0.74292 -0.241
N 6.04497 3.01622 -1.01842 0.959
O 6.48885 3.60881 -1.97976 -0.558
O 5.20908 3.45429 -0.25512 -0.561
H 7.27905 1.38598 -1.50198 0.037
H 6.99500 1.65265 0.24696 0.245
H 5.69715 0.97009 -0.76481 0.143
C 9.03829 2.58469 -4.72994 -0.667
N 9.35727 1.66446 -3.60483 0.909
O 8.63064 0.70685 -3.43114 -0.546
O 10.31824 1.94272 -2.92044 -0.550
H 8.16491 2.20439 -5.23990 0.237
H 8.86066 3.56304 -4.29275 0.286
H 9.89985 2.60634 -5.38920 0.320
C -6.90247 1.56276 -0.50076 -0.621
N -7.52703 2.38187 0.57528 0.934
O -7.02353 3.44996 0.84397 -0.530
O -8.50978 1.91192 1.11074 -0.551
H -6.04271 2.10114 -0.88148 0.332
H -6.61885 0.61257 -0.05807 0.147
H -7.65500 1.40670 -1.26779 0.295
C 6.63358 3.35389 -8.27985 -0.714
N 6.97887 1.92021 -8.06969 0.868
O 6.13238 1.09216 -8.31097 -0.511
O 8.10228 1.68090 -7.66719 -0.511
H 5.61263 3.40818 -8.63657 0.313
H 6.74989 3.85877 -7.32555 0.264
H 7.33499 3.75115 -9.00678 0.299
C 2.47401 -2.33781 -2.99796 -0.800
N 2.35290 -2.45627 -4.47799 0.929
O 1.73281 -3.39864 -4.92205 -0.538
O 2.88878 -1.59116 -5.13584 -0.536
H 1.95576 -3.16926 -2.53548 0.326
H 3.53221 -2.34894 -2.75737 0.324
H 2.03581 -1.37983 -2.73592 0.294
C -10.54626 -1.14191 0.83177 -0.716
N -10.66167 -0.88801 -0.63002 0.880
O -9.63595 -0.75522 -1.26736 -0.488
O -11.77961 -0.83984 -1.09706 -0.529
H -9.49429 -1.15810 1.08752 0.263
H -11.06480 -0.33453 1.33914 0.295
H -11.02235 -2.09559 1.03706 0.306
C -9.97772 -3.60334 -3.45985 -0.561
N -9.71170 -4.60297 -2.38858 0.867
O -10.33396 -5.64335 -2.41420 -0.531
O -8.88978 -4.29858 -1.54919 -0.512
H -10.73437 -4.00826 -4.12033 0.311
H -10.31783 -2.69502 -2.97009 0.162
H -9.04245 -3.42580 -3.98095 0.257
```

Summary:
ΔE to the lowest compared entry with this formula, charge and spin = 0.0 kcal per mole
SMILES = CCC[Si@@](CCCSC(=S)n1ccnc1)(N(C(C)=O)C(C)=O)N(C(=O)F)C(=O)F.C[N+](=O)[O-].C[N+](=O)[O-].C[N+](=O)[O-].C[N+](=O)[O-].C[N+](=O)[O-].C[N+](=O)[O-].C[N+](=O)[O-]
F_max = 0.871 eV Å⁻¹

[3]
DFT (the ωB97M-V functional and the def2-TZVPD basis) results for a single C23H43N3O molecule.

XYZ file:
```
70
Properties=species:S:1:pos:R:3:nbo_charge:R:1
C -2.23987 0.83076 6.48436 -0.659
C -0.98543 1.66037 6.42310 0.022
C -1.20418 3.13599 6.26446 -0.630
C 0.23516 1.14105 6.48467 -0.202
C 0.58049 -0.30590 6.65027 -0.447
C 1.70315 -0.77951 5.71893 -0.378
C 1.34243 -0.92826 4.23310 -0.220
C 0.16310 -1.86897 4.00518 -0.613
C 1.06463 0.42841 3.57629 -0.211
N 0.74733 0.29817 2.16423 -0.454
C -0.01904 1.41983 1.66326 -0.208
C -0.51084 1.14654 0.24319 -0.408
C 0.67641 0.92856 -0.69400 -0.039
N 0.31502 0.57258 -2.06950 -0.453
C -0.92645 1.12343 -2.58209 -0.215
C -1.27082 0.46640 -3.91880 -0.390
C -0.15585 0.71008 -4.93573 -0.315
C -0.45677 0.07272 -6.28815 0.699
O -0.56250 0.72704 -7.30536 -0.632
N -0.59490 -1.26886 -6.26192 -0.626
C -0.88710 -2.06830 -7.43429 -0.060
C -2.22759 -2.77962 -7.26158 -0.608
C 0.24329 -3.06461 -7.68283 -0.608
C 1.16111 0.21398 -4.33852 -0.393
C 1.39495 0.88703 -2.98978 -0.214
C 1.50999 -0.21140 -0.09594 -0.394
C 1.92053 0.10461 1.33709 -0.224
H -3.11850 1.47030 6.50501 0.214
H -2.25106 0.20386 7.37424 0.222
H -2.31563 0.17952 5.61321 0.218
H -1.77873 3.33583 5.35950 0.208
H -0.25980 3.67069 6.20191 0.212
H -1.77078 3.52715 7.10954 0.211
H 1.09030 1.80416 6.44073 0.192
H -0.29918 -0.93201 6.51699 0.208
H 0.93081 -0.45037 7.67918 0.217
H 2.54671 -0.08922 5.80452 0.198
H 2.04362 -1.75575 6.07478 0.206
H 2.22065 -1.37268 3.75013 0.195
H 0.02942 -2.02541 2.93886 0.227
H 0.33779 -2.82867 4.48680 0.204
H -0.75452 -1.43989 4.39735 0.195
H 0.20200 0.87593 4.07163 0.212
H 1.92774 1.09990 3.73474 0.166
H -0.88293 1.56695 2.31684 0.202
H 0.57539 2.35422 1.66979 0.157
H -1.13240 0.25068 0.25482 0.209
H -1.11226 1.99816 -0.07752 0.210
H 1.27943 1.85725 -0.69051 0.166
H -1.73193 0.90686 -1.88153 0.208
H -0.86505 2.21915 -2.71904 0.160
H -1.39934 -0.60387 -3.74822 0.196
H -2.21400 0.87173 -4.28952 0.217
H -0.07510 1.78696 -5.11872 0.225
H -0.49738 -1.76200 -5.38916 0.388
H -0.94754 -1.35964 -8.26642 0.233
H -2.47431 -3.33814 -8.16009 0.212
H -3.01632 -2.05505 -7.07528 0.217
H -2.18478 -3.47319 -6.42340 0.196
H 1.18949 -2.54056 -7.79185 0.217
H 0.32411 -3.76315 -6.85158 0.196
H 0.05238 -3.62908 -8.59115 0.212
H 1.12671 -0.86563 -4.18303 0.197
H 1.99070 0.44000 -5.01069 0.217
H 2.33580 0.52823 -2.56991 0.204
H 1.48559 1.98006 -3.13730 0.162
H 0.90324 -1.11699 -0.10698 0.210
H 2.40500 -0.39397 -0.69068 0.203
H 2.50067 -0.72862 1.73756 0.203
H 2.56772 1.00419 1.34482 0.157
```

Summary:
ΔE to the lowest compared entry with this formula, charge and spin = 5.1 kcal per mole
SMILES = CC(C)=CCC[C@@H](C)CN1CCC(N2CCC(C(=O)NC(C)C)CC2)CC1
F_max = 0.601 eV Å⁻¹

| no. | lowest unoccupied orbital energy (eV) |
| --- | --- |
| 1 | 2.051 |
| 2 | -1.195 |
| 3 | 0.773 |